[1]
ORCA calculation (the ωB97M-V functional and the def2-TZVPD basis) on a molecular structure, C19H44FeN2O7PS.

Structure (ORCA input):
```
! RIJCOSX wB97M-V def2-TZVPD def2/J DEFGRID3
* xyz 1 5
Fe -1.4363 0.8856 -0.3854
C 0.0874 2.9877 -2.8212
O -1.0571 2.7488 -2.0017
C -1.9937 3.8063 -2.0903
C -2.9031 3.6857 -0.8901
O -3.2586 2.3210 -0.6698
C -4.1078 1.7571 -1.6641
C -4.4695 0.3978 -1.1430
O -3.2501 -0.2840 -0.8539
C -3.5039 -1.6567 -0.5186
H -0.2275 3.2405 -3.8369
H 0.6752 2.0780 -2.8274
H 0.6741 3.8119 -2.4080
H -2.5411 3.7352 -3.0373
H -1.4961 4.7810 -2.0682
H -3.8028 4.2950 -1.0081
H -2.3818 3.9973 0.0122
H -3.5811 1.6751 -2.6199
H -5.0030 2.3703 -1.7980
H -5.0412 -0.1633 -1.8865
H -5.0605 0.4809 -0.2262
H -3.8946 -2.1744 -1.3963
H -4.2373 -1.7043 0.2900
H -2.5625 -2.0871 -0.2034
C -0.6217 -3.5743 -2.3239
C 0.8237 -3.1785 -2.0779
C 1.3726 -3.8522 -0.8309
C 1.6873 -3.4809 -3.2890
O 0.8571 -1.7143 -1.9553
P 0.5884 -0.8444 -0.6743
O 0.4271 0.5968 -1.1463
O -0.6592 -1.2282 0.0847
O 1.8221 -1.0217 0.2988
C 3.1654 -0.4515 0.1281
C 4.0631 -1.3400 0.9719
C 3.6008 -0.4669 -1.3279
C 3.1238 0.9633 0.6777
H -0.6892 -4.6459 -2.5133
H -1.0170 -3.0405 -3.1887
H -1.2299 -3.3384 -1.4515
H 1.3460 -4.9320 -0.9824
H 0.7751 -3.6149 0.0506
H 2.4041 -3.5569 -0.6437
H 1.6649 -4.5499 -3.5022
H 2.7218 -3.1875 -3.1113
H 1.3189 -2.9432 -4.1622
H 4.0828 -2.3564 0.5789
H 3.7067 -1.3745 2.0022
H 5.0817 -0.9505 0.9707
H 3.6129 -1.4819 -1.7228
H 4.6113 -0.0620 -1.3932
H 2.9461 0.1425 -1.9511
H 2.8287 0.9440 1.7290
H 2.4077 1.5690 0.1218
H 4.1109 1.4216 0.6016
C 1.3705 2.9920 2.9172
N 0.7828 1.7297 3.3562
C 1.2518 1.2718 4.6617
C -0.2766 1.1845 2.7399
S -1.2072 2.1591 1.6617
N -0.6076 -0.0821 3.0219
C -1.9565 -0.5954 2.8277
C 0.3853 -1.1305 3.2452
H 2.4237 2.9891 3.1960
H 0.8759 3.8377 3.3988
H 1.2838 3.0970 1.8414
H 1.4313 2.1500 5.2800
H 2.1810 0.7040 4.5913
H 0.4894 0.6609 5.1387
H -2.6650 0.2241 2.7699
H -2.2095 -1.2258 3.6822
H -2.0072 -1.1928 1.9165
H 1.3869 -0.7524 3.0722
H 0.2000 -1.9152 2.5120
H 0.3064 -1.5408 4.2531
*
```

Computed properties:
Total energy   -3389.77947 Ha
LUMO energy (spin up / spin down)   -0.0591 / -0.0644 Eh
Orbital gap (spin up / spin down)   9.88 / 9.68 eV
Expectation value of S²   6.01
Largest force on an atom   0.2 eV Å⁻¹

---

[2]
ORCA calculation (the ωB97M-V functional and the def2-TZVPD basis) on 6 unconnected molecules or ions with the total composition C19H44N3O14S at a distorted geometry.

Structure (ORCA input):
```
! RIJCOSX wB97M-V def2-TZVPD def2/J DEFGRID3
* xyz 1 1
C 1.6377 3.3166 1.7679
N 0.9385 4.6454 1.4468
C 2.0181 5.5125 0.9911
C -0.0104 4.6291 0.2475
C 0.3414 5.3038 2.5653
C -0.7037 4.4575 3.3888
O -1.2037 5.1350 4.4819
H 0.9750 2.5812 1.7867
H 2.2672 3.1299 2.5608
H 2.2525 3.3074 0.8511
H 2.5989 5.2909 -0.0166
H 2.9463 5.5795 1.8444
H 1.4667 6.4780 0.8266
H -0.8571 4.2404 0.3954
H 0.3747 4.2034 -0.5634
H -0.3904 5.6506 -0.2564
H -0.0603 6.1604 1.8887
H 1.0492 5.7235 3.2323
H -0.3438 3.4418 3.8168
H -1.6071 4.3486 2.8873
H -1.1059 5.9912 4.2690
C 4.7209 -2.4205 -3.8879
N 3.5389 -2.2805 -3.0263
C 2.4585 -1.8902 -3.9238
C 3.2884 -3.5694 -2.4202
C 3.8918 -1.2283 -1.9461
C 2.7980 -1.2079 -0.8401
O 3.2204 -0.0418 -0.1495
H 5.0906 -1.5490 -4.4729
H 4.6204 -3.0366 -4.6044
H 5.6005 -2.5229 -3.2513
H 2.4098 -2.6147 -4.6824
H 2.5687 -1.0064 -4.2943
H 1.5176 -1.8007 -3.2581
H 2.3442 -3.4514 -1.8664
H 3.8939 -3.6471 -1.4642
H 3.5017 -4.3109 -3.0609
H 4.2044 -0.3805 -2.4747
H 4.8891 -1.5485 -1.5589
H 2.8891 -2.0951 -0.1142
H 1.8045 -0.9051 -1.0318
H 2.5598 0.1830 0.5298
N -0.2503 0.0606 0.6727
O -0.6078 -0.9040 0.0168
O 0.7491 -0.0484 1.4391
O -0.8599 1.1863 0.4447
O -2.7055 -2.7245 -1.2878
S -1.6218 -2.8080 -2.3083
O -0.3089 -3.4050 -2.0117
O -2.3334 -3.8024 -3.4643
C -2.3408 -5.2110 -3.2251
C -2.9195 -5.9127 -4.4377
C -1.4697 -1.2318 -3.2096
H -2.8207 -5.3179 -2.2275
H -1.3889 -5.6749 -3.0509
H -2.3110 -5.8407 -5.2199
H -4.0232 -5.4467 -4.4354
H -3.0461 -6.9278 -4.2384
H -1.0744 -0.5493 -2.4927
H -2.5817 -1.0387 -3.4125
H -0.8455 -1.3823 -4.0673
C -4.0709 0.0900 0.3856
C -3.6100 -1.0449 1.3439
O -4.8814 -1.4637 1.8958
C -5.8884 -0.7508 1.4128
O -7.0472 -1.1236 1.6584
O -5.4224 0.1613 0.6070
H -3.6763 -0.2158 -0.4398
H -3.7693 1.2675 0.3063
H -2.9290 -0.5125 2.0381
H -2.8713 -1.5971 0.9526
C -0.6789 -0.4536 4.6252
C 0.1789 0.7802 4.9501
O -0.7177 1.7546 5.2071
C -1.9286 1.2064 5.4678
O -2.8349 1.8438 5.8744
O -1.9119 0.0001 5.1371
H -0.4229 -1.3361 5.0549
H -0.7883 -0.6802 3.5029
H 0.8384 0.7542 4.2620
H 0.7973 0.4969 5.6605
*
```

Computed properties:
Total energy   -2365.33716 Ha
LUMO energy   -0.0906 Eh
Orbital gap   8.78 eV
Largest force on an atom   7.7 eV Å⁻¹

---

[3]
ORCA calculation (the ωB97M-V functional and the def2-TZVPD basis) on 3 unconnected molecules or ions with the total composition C19H44N3O5S2.

Structure (ORCA input):
```
! RIJCOSX wB97M-V def2-TZVPD def2/J DEFGRID3
* xyz 1 1
C 1.2952 -4.2249 -2.0140
C 1.9851 -2.9833 -1.5617
O 2.5186 -2.8552 -0.5167
N 2.0645 -1.8166 -2.4881
S 0.6979 -1.4689 -3.3980
C -0.4495 -0.9333 -2.1214
C -1.9211 -1.1883 -2.4519
C -2.2769 -2.5987 -2.9218
S -4.0050 -2.9669 -2.9064
O -4.5966 -2.2801 -4.0073
O -4.1562 -4.3802 -2.7791
O -4.3795 -2.2533 -1.5493
C 3.2100 -1.9735 -3.4385
C 4.5394 -1.6353 -2.8617
O 2.9613 -2.3397 -4.5480
H 1.6437 -5.0345 -1.3783
H 1.4871 -4.4698 -3.0591
H 0.2150 -4.1557 -1.8753
H 0.1871 -2.6520 -3.7860
H -0.2836 0.1448 -2.1002
H -0.1340 -1.3169 -1.1512
H -2.2326 -0.4583 -3.2005
H -2.4976 -0.9478 -1.5595
H -2.0332 -2.7227 -3.9787
H -1.7434 -3.3619 -2.3569
H -5.3234 -2.4414 -1.3872
H 5.0852 -1.0786 -3.6199
H 5.0649 -2.5569 -2.6138
H 4.4174 -1.0392 -1.9620
C 2.8564 -0.2320 6.3132
C 2.8817 -0.1767 4.7935
N 2.6273 -1.4653 4.1735
C 2.9457 -1.5034 2.7622
C 2.1360 -0.6103 1.8112
C 1.3933 -2.1198 4.5695
C 0.0733 -1.3675 4.3482
H 3.5319 -1.0037 6.6829
H 3.1769 0.7266 6.7214
H 1.8576 -0.4319 6.7020
H 3.8762 0.1471 4.4760
H 2.1799 0.6033 4.4558
H 2.8733 -2.5401 2.4223
H 4.0021 -1.2360 2.6587
H 1.1246 -0.9917 1.6584
H 2.6242 -0.5837 0.8348
H 2.0664 0.4165 2.1713
H 1.4684 -2.3650 5.6309
H 1.3492 -3.0862 4.0608
H 0.1302 -0.3340 4.6915
H -0.7233 -1.8545 4.9132
H -0.2312 -1.3629 3.3016
C -2.9916 2.0179 0.3056
C -2.4857 3.4472 0.4003
N -1.3944 3.7108 -0.5222
C -0.6901 4.9542 -0.2477
C -1.4629 6.2694 -0.3913
C -1.6760 3.4346 -1.9185
C -2.8681 4.1421 -2.5748
H -2.1610 1.3158 0.4188
H -3.7176 1.8156 1.0928
H -3.4850 1.8271 -0.6497
H -2.1106 3.6162 1.4120
H -3.3348 4.1344 0.2673
H 0.1968 4.9895 -0.8860
H -0.3103 4.8887 0.7760
H -1.6412 6.5302 -1.4335
H -0.8817 7.0817 0.0473
H -2.4219 6.2393 0.1261
H -1.8295 2.3527 -2.0248
H -0.7691 3.6506 -2.4898
H -3.7616 4.0986 -1.9515
H -3.1085 3.6573 -3.5233
H -2.6555 5.1863 -2.7933
*
```

Computed properties:
Total energy   -2086.84383 Ha
LUMO energy   -0.1421 Eh
Orbital gap   6.09 eV
Largest force on an atom   1.0 eV Å⁻¹

---

[4]
ORCA calculation (the ωB97M-V functional and the def2-TZVPD basis) on 4 unconnected molecules or ions with the total composition C19H44N7O5S at a distorted geometry.

Structure (ORCA input):
```
! RIJCOSX wB97M-V def2-TZVPD def2/J DEFGRID3
* xyz 0 2
C 3.5454 -1.4440 0.5242
C 4.0403 -0.2986 -0.5826
C 3.4436 -0.5907 -2.0874
C 3.8054 1.2293 -0.0358
C 2.3000 1.8327 -0.2873
C 2.4165 3.4827 -0.0496
C 1.1667 1.2562 0.7968
O -0.1783 1.8035 0.5845
C -1.1431 0.7914 0.1300
S -0.4742 0.0416 -1.4504
C -1.4926 -0.2774 1.3199
C -2.8612 -1.1483 1.1079
C -2.5505 -2.4530 0.1353
C -3.2040 -1.8120 2.6062
N -4.0891 -0.3622 0.7284
O -4.7374 0.1570 1.7856
C -3.8618 0.6388 -0.3746
C -5.1746 1.6760 -0.3110
C -3.9433 -0.0205 -1.9081
C -2.5445 1.5966 -0.2062
H 4.2927 -2.3450 0.5870
H 2.4935 -1.8318 0.1645
H 3.3846 -0.8872 1.5509
H 5.2194 -0.4477 -0.6642
H 2.3304 -0.2660 -2.2470
H 3.4626 -1.7747 -2.2249
H 4.1546 -0.1557 -2.9173
H 4.5790 1.9476 -0.5863
H 4.1069 1.2392 1.1101
H 1.9374 1.7015 -1.3921
H 2.9913 3.9001 -0.9912
H 1.3461 3.9654 -0.0583
H 3.0337 3.7363 0.9272
H 1.5327 1.6759 1.8527
H 1.2332 0.0919 0.8772
H -0.5904 0.9108 -2.5473
H -0.5726 -1.0324 1.4114
H -1.5296 0.2896 2.3655
H -2.2637 -2.1731 -0.9637
H -3.5034 -3.1460 0.1801
H -1.6778 -3.0781 0.6542
H -3.1371 -1.0272 3.4734
H -4.2174 -2.4205 2.6033
H -2.3099 -2.5796 2.7959
H -5.1062 2.4399 0.5763
H -5.1475 2.3315 -1.3051
H -6.1889 1.0764 -0.3519
H -4.9670 0.3221 -2.4184
H -3.0949 0.4435 -2.5957
H -3.9664 -1.1898 -1.9060
H -2.3914 2.1926 -1.2248
H -2.8000 2.4358 0.6035
C -8.9767 0.6902 -1.6922
O -8.0033 0.2166 -2.2569
N -9.8175 1.5521 -2.2920
N -9.2954 0.3927 -0.4196
H -10.6241 1.9526 -1.8435
H -9.6136 1.8027 -3.2506
H -8.6881 -0.2527 0.0684
H -10.0927 0.7725 0.0623
C 7.4103 1.5967 -2.3257
O 6.5472 0.7965 -2.6502
N 8.1548 2.2673 -3.2232
N 7.6941 1.8794 -1.0415
H 8.8700 2.9301 -2.9753
H 7.9732 2.0838 -4.2013
H 7.1564 1.3961 -0.3338
H 8.4011 2.5352 -0.7547
C 4.6664 -4.3185 3.1941
O 5.1164 -4.1686 2.0690
N 4.3325 -3.2848 3.9876
N 4.4644 -5.5308 3.7410
H 3.9606 -3.3883 4.9166
H 4.4690 -2.3547 3.6141
H 4.7028 -6.3361 3.1769
H 4.0949 -5.6744 4.6656
*
```

Computed properties:
Total energy   -1907.79887 Ha
LUMO energy (spin up / spin down)   0.0228 / 0.0051 Eh
Orbital gap (spin up / spin down)   9.25 / 9.02 eV
Expectation value of S²   0.75
Largest force on an atom   3.3 eV Å⁻¹

---

[5]
ORCA calculation (the ωB97M-V functional and the def2-TZVPD basis) on 6 unconnected molecules or ions with the total composition C19H45F3O17S5 at a distorted geometry.

Structure (ORCA input):
```
! RIJCOSX wB97M-V def2-TZVPD def2/J DEFGRID3
* xyz 0 1
C -3.0010 1.6232 -4.0704
C -2.8553 0.4613 -3.1128
O -3.6027 0.7390 -1.9149
C -3.6149 -0.1885 -0.9844
O -2.9416 -1.1828 -0.9697
C -4.5919 0.1370 0.1583
F -5.6977 -0.6157 0.0409
F -4.0083 -0.1603 1.3204
F -4.9627 1.4190 0.1796
H -2.6875 1.3104 -5.0628
H -2.4231 2.4839 -3.7333
H -4.0473 1.9316 -4.0767
H -1.8119 0.2188 -2.9082
H -3.2884 -0.4557 -3.5214
C 0.7691 3.7283 2.8139
C 0.0664 3.9608 4.1477
O -1.3242 4.3375 3.9242
S -2.3930 3.1245 3.7864
C -2.4923 2.6295 5.5102
O -3.6105 3.7945 3.4433
O -1.9133 2.0476 2.9670
H 0.5420 2.7213 2.4642
H 1.8511 3.8219 2.9045
H 0.4255 4.4401 2.0659
H 0.0913 3.0833 4.7899
H 0.4940 4.8353 4.6329
H -1.6159 2.0420 5.7789
H -3.3406 1.9542 5.6184
H -2.6204 3.5018 6.1410
C 4.4925 -1.5250 -1.9472
C 3.6774 -2.1360 -3.0746
O 2.4366 -1.4213 -3.1575
S 1.4681 -1.6590 -4.4202
C 1.1129 0.0882 -4.6874
O 2.2272 -2.2018 -5.5138
O 0.2955 -2.3547 -3.9559
H 3.9100 -1.5570 -1.0302
H 4.7247 -0.4895 -2.1960
H 5.4093 -2.1037 -1.8510
H 4.2333 -2.1141 -4.0144
H 3.4951 -3.1986 -2.8826
H 0.8545 0.2791 -5.7245
H 2.0544 0.5858 -4.4717
H 0.3583 0.3948 -3.9710
C 3.9115 -4.3970 3.1933
C 2.9007 -5.5094 3.0238
O 2.0340 -5.5078 4.1661
S 0.8789 -6.6336 4.1656
C -0.2742 -5.9393 2.9553
O 1.4212 -7.8901 3.7082
O 0.2442 -6.6283 5.4513
H 4.4795 -4.3134 2.2640
H 4.6633 -4.6016 3.9590
H 3.4750 -3.4224 3.3974
H 2.3144 -5.2454 2.1358
H 3.3781 -6.4743 2.8612
H -0.1068 -4.8636 2.9812
H -1.2742 -6.1472 3.3219
H -0.0674 -6.3617 1.9782
C -2.7564 4.3713 -0.2850
C -1.2536 4.2333 -0.4627
O -1.0197 3.7778 -1.8136
S 0.4852 3.9401 -2.3884
C 0.3845 5.6069 -3.0761
O 1.3742 3.9903 -1.2557
O 0.6771 2.9925 -3.4501
H -2.9212 4.4919 0.7864
H -3.2324 3.4188 -0.5205
H -3.0810 5.1971 -0.9121
H -0.7508 5.1721 -0.2209
H -0.8506 3.4705 0.2047
H -0.1638 6.1639 -2.3233
H -0.0799 5.5390 -4.0526
H 1.4237 5.9246 -3.1175
C 0.2396 0.9409 -0.2646
C 0.0103 -0.5591 -0.4262
O 1.2416 -1.2796 -0.3517
S 1.2217 -2.7539 0.3008
C 0.7052 -3.6767 -1.1180
O 2.5933 -3.0723 0.5853
O 0.2111 -2.8533 1.3169
H 0.5176 1.0701 0.7829
H -0.6941 1.4513 -0.4957
H 1.0081 1.2906 -0.9490
H -0.8011 -0.9103 0.2065
H -0.3129 -0.7208 -1.4661
H 1.2690 -3.3844 -1.9963
H -0.3511 -3.4822 -1.3055
H 0.7836 -4.7464 -0.9289
*
```

Computed properties:
SMILES string   CCOC(=O)C(F)(F)F.CCOS(C)(=O)=O.CCOS(C)(=O)=O.CCOS(C)(=O)=O.CCOS(C)(=O)=O.CCOS(C)(=O)=O
Total energy   -4320.51401 Ha
LUMO energy   0.0042 Eh
Orbital gap   10.90 eV
Largest force on an atom   2.4 eV Å⁻¹

---

[6]
ORCA calculation (the ωB97M-V functional and the def2-TZVPD basis) on 3 unconnected molecules or ions with the total composition C19H45IN2O6 at a distorted geometry.

Structure (ORCA input):
```
! RIJCOSX wB97M-V def2-TZVPD def2/J DEFGRID3
* xyz 0 1
C -4.8679 -1.0845 2.8859
O -3.4003 -1.0838 2.9927
C -2.7497 -1.2972 1.6804
C -3.0805 -0.0979 0.5865
C -1.7576 0.5001 -0.1756
C -1.5202 2.0255 0.4054
C 0.0462 2.5167 0.3956
I 1.1718 1.5617 2.0696
O -4.0614 -0.5895 -0.4093
C -4.9912 0.5524 -0.6517
H -5.2930 -1.4655 1.8648
H -5.4039 -1.6414 3.7752
H -5.2093 0.0552 2.9749
H -3.0929 -2.3651 1.3136
H -1.5725 -1.2447 1.8713
H -3.6116 0.7634 1.2159
H -0.8030 -0.1783 -0.1213
H -2.0259 0.5931 -1.3337
H -1.8899 2.0681 1.5155
H -2.1196 2.7537 -0.2925
H 0.0619 3.6857 0.6366
H 0.5940 2.3929 -0.6347
H -5.3549 0.4339 -1.7815
H -4.4494 1.6030 -0.6129
H -5.8951 0.5275 0.1163
C -1.6036 2.0794 -7.5728
O -0.1922 1.9628 -7.4523
C 0.4903 3.1870 -7.7522
C 1.2084 3.7066 -6.4970
N 0.2422 4.1823 -5.5003
C 0.8466 4.4707 -4.1964
C 1.4076 3.2728 -3.4044
O 0.4043 2.3533 -2.9686
C 0.0965 1.3313 -3.9081
H -2.0435 1.0927 -7.4025
H -1.9997 2.7677 -6.8209
H -1.8815 2.4164 -8.5759
H -0.1817 3.9461 -8.1720
H 1.2411 2.9522 -8.5141
H 1.8743 4.5297 -6.7771
H 1.8150 2.8898 -6.0941
H -0.4779 3.4735 -5.3781
H 0.0624 4.9388 -3.5873
H 1.6339 5.2226 -4.3222
H 1.8579 3.6741 -2.4897
H 2.2148 2.7569 -3.9346
H 0.9599 1.0484 -4.5175
H -0.7376 1.6419 -4.5430
H -0.2313 0.4505 -3.3478
C 0.7467 -5.3987 3.9834
O 1.2001 -4.8946 5.2327
C 2.4888 -5.4043 5.5985
C 3.5099 -4.2572 5.6490
N 3.7996 -3.7545 4.3012
C 4.5813 -2.5145 4.2989
C 3.8953 -1.2534 4.8611
O 2.7905 -0.8031 4.0746
C 1.5437 -1.3921 4.4218
H -0.2668 -5.0250 3.8119
H 1.3864 -5.0457 3.1696
H 0.7179 -6.4923 3.9929
H 2.8230 -6.2086 4.9311
H 2.3876 -5.8286 6.6030
H 4.4365 -4.6190 6.1072
H 3.0954 -3.4654 6.2804
H 2.9196 -3.5880 3.8177
H 4.8448 -2.3154 3.2520
H 5.5244 -2.6818 4.8313
H 4.6323 -0.4435 4.8263
H 3.6153 -1.3591 5.9143
H 1.4763 -1.6334 5.4867
H 1.3654 -2.2826 3.8132
H 0.7559 -0.6714 4.1829
*
```

Computed properties:
SMILES string   COC[C@@H](CCCI)OC.COCCNCCOC.COCCNCCOC
Total energy   -1609.30481 Ha
LUMO energy   0.0234 Eh
Orbital gap   9.21 eV
Largest force on an atom   3.1 eV Å⁻¹

---

Q: Which value of total energy does entry 1 give?
A: -3389.77947 Ha